[1]
ORCA calculation (ωB97M-V/def2-TZVPD) on the molecule C5H6O2 in a non-equilibrium geometry.

Properties
Structure (SMILES): O=C1CCC(=O)C1
HOMO level, eV: -9.67
Net charge: 0
Kohn-Sham gap, eV: 10.35
E_LUMO, eV: 0.7
Calculated total energy, Eh: -344.59267

Last column: natural (NBO) charge in e.
Geometry (Å):
O1 0.6049 -2.3688 -0.5132  -0.51
O2 0.9717 2.2962 0.3343  -0.53
C1 -0.8772 0.7482 0.3826  -0.52
C2 0.5501 1.1748 0.1784  0.60
C3 0.3329 -1.2149 -0.3092  0.61
C4 -1.0829 -0.6477 -0.2009  -0.53
C5 1.3447 -0.0752 -0.1483  -0.65
H1 2.1399 -0.3252 0.5637  0.27
H2 -1.7273 -1.3071 0.3927  0.25
H3 -1.6175 1.5102 0.1419  0.25
H4 -1.5254 -0.6283 -1.2056  0.24
H5 -0.7162 0.6857 1.4736  0.24
H6 1.7908 0.1557 -1.1172  0.27

[2]
ORCA calculation (ωB97M-V/def2-TZVPD) on a cluster of 4 separate species, C3H15NO4 in total in a non-equilibrium geometry.

Properties
Structure (SMILES): NCCCO.O.O.O
HOMO level, eV: -9.02
Net charge: 0
Kohn-Sham gap, eV: 9.08
E_LUMO, eV: 0.1
Calculated total energy, Eh: -478.95895

Last column: natural (NBO) charge in e.
Geometry (Å):
O1 -1.8329 -0.4943 -2.2986  -0.97
O2 2.3981 -0.1307 -1.4510  -0.72
O3 -0.1612 -2.4110 -1.2628  -0.98
O4 -1.2565 -1.4986 1.2785  -0.94
N1 -0.1204 1.0301 2.5559  -0.85
C1 1.1034 0.4536 0.5110  -0.46
C2 1.9092 0.9745 -0.7198  -0.04
C3 0.0824 1.3572 1.1413  -0.20
H1 -0.1110 -2.1528 -0.3448  0.48
H2 1.6283 -0.7019 -1.6744  0.48
H3 1.1300 1.5287 -1.3227  0.12
H4 2.7384 1.7633 -0.5806  0.19
H5 -0.8949 1.6101 2.9538  0.36
H6 0.7032 -0.5008 0.2920  0.20
H7 1.8937 0.3950 1.2377  0.22
H8 -0.8388 1.2771 0.5079  0.15
H9 0.3958 2.5299 1.1514  0.18
H10 -1.7575 -1.4697 0.4586  0.47
H11 -1.1546 0.0945 -2.5467  0.49
H12 -2.7149 -0.1885 -2.5363  0.50
H13 -0.3163 0.0214 2.6489  0.37
H14 -2.0630 -1.6991 1.7708  0.47
H15 -0.7605 -1.7881 -1.7703  0.49

[3]
ORCA calculation (ωB97M-V/def2-TZVPD) on the molecule C20H30N4O2S.

Properties
Structure (SMILES): CC(=O)N[C@H](Cc1ccccc1)C(=O)N1CCN(C(=S)NCC(C)C)CC1
HOMO level, eV: -8.07
Net charge: 0
Kohn-Sham gap, eV: 8.62
E_LUMO, eV: 0.6
Calculated total energy, Eh: -1547.85986

Last column: natural (NBO) charge in e.
Geometry (Å):
S1 -2.1221 -1.0078 -1.6105  -0.28
O1 -0.1157 0.2801 1.8069  -0.66
O2 0.9433 -3.6068 -0.7959  -0.64
N1 0.2445 -2.1877 0.7967  -0.62
N2 0.8936 1.2681 0.0519  -0.44
N3 -2.6354 0.7522 0.2673  -0.61
N4 -1.1537 1.4313 -1.3982  -0.44
C1 5.2795 1.6251 -0.2380  -0.23
C2 4.2753 -0.5468 -0.4021  -0.25
C3 -3.5669 -0.1389 0.9123  -0.23
C4 3.5158 -0.2978 0.7356  0.07
C5 -1.9486 0.4554 -0.8483  0.32
C6 1.2790 1.2132 -1.3422  -0.24
C7 0.5744 0.1829 0.8045  0.72
C8 -5.0332 1.7376 1.7706  -0.61
C9 -5.5204 0.6669 -0.4520  -0.61
C10 1.1865 -1.1588 0.4357  -0.15
C11 2.5196 -1.3112 1.2110  -0.43
C12 4.5289 1.8808 0.8969  -0.20
C13 3.6521 0.9254 1.3796  -0.24
C14 -1.0560 -4.1741 0.4247  -0.71
C15 -0.9055 2.6955 -0.7375  -0.24
C16 0.1926 2.5060 0.3420  -0.25
C17 0.1384 -3.3244 0.0657  0.70
C18 -0.0074 1.0346 -2.1929  -0.25
C19 -4.9873 0.4433 0.9601  -0.22
C20 5.1530 0.4073 -0.8851  -0.21
H1 -2.3646 1.5496 0.8181  0.40
H2 4.6287 2.8269 1.4092  0.21
H3 1.7753 2.1595 -1.5738  0.21
H4 -4.5007 2.5355 1.2567  0.19
H5 2.3169 -1.1895 2.2766  0.22
H6 5.7404 0.2004 -1.7676  0.21
H7 -0.5596 3.3869 -1.5112  0.21
H8 -0.1484 -0.0084 -2.4826  0.26
H9 -6.5442 1.0316 -0.4201  0.21
H10 1.9933 0.4150 -1.5255  0.24
H11 -4.5876 1.5948 2.7529  0.21
H12 -3.2123 -0.3418 1.9286  0.20
H13 -1.9301 -3.7427 -0.0607  0.25
H14 0.9069 3.3332 0.3262  0.21
H15 -0.4464 -1.9324 1.4871  0.42
H16 -5.4995 -0.2605 -1.0183  0.22
H17 -4.9105 1.3980 -0.9783  0.20
H18 2.8831 -2.3237 1.0303  0.23
H19 -1.2189 -4.1950 1.4988  0.22
H20 -6.0629 2.0590 1.9066  0.22
H21 4.1761 -1.4970 -0.9071  0.22
H22 1.3838 -1.2759 -0.6326  0.24
H23 -0.9120 -5.1823 0.0484  0.24
H24 3.0683 1.1279 2.2663  0.21
H25 0.0368 1.6479 -3.0970  0.20
H26 -0.2267 2.4173 1.3455  0.24
H27 -3.5725 -1.0724 0.3453  0.25
H28 -1.8259 3.1064 -0.3217  0.21
H29 5.9651 2.3702 -0.6139  0.21
H30 -5.6150 -0.3014 1.4607  0.20

[4]
ORCA calculation (ωB97M-V/def2-TZVPD) on a structure of composition C6H11NaO2 in a non-equilibrium geometry.

Properties
HOMO level, eV: -6.93
Net charge: 0
Kohn-Sham gap, eV: 6.60
E_LUMO, eV: -0.3
Calculated total energy, Eh: -547.94574

Last column: natural (NBO) charge in e.
Geometry (Å):
Na1 -0.0700 -1.7598 -1.9829  0.96
O1 -1.0364 -1.8281 -0.0049  -1.07
O2 1.6099 0.1010 -2.0578  -0.61
C1 -3.4339 -1.9286 -0.3673  -0.63
C2 3.3052 2.0292 1.0933  -0.40
C3 -2.2605 -1.9600 0.6127  -0.03
C4 1.9722 2.0041 1.0179  -0.16
C5 1.8900 1.0232 -1.3055  0.48
C6 1.1607 1.3201 -0.0451  -0.60
H1 -2.3358 -2.8997 1.2080  0.11
H2 -2.4216 -1.1446 1.3565  0.11
H3 1.3895 2.5297 1.7796  0.21
H4 2.7290 1.6971 -1.5718  0.13
H5 3.8105 2.7160 1.7741  0.21
H6 0.3239 1.9806 -0.3396  0.26
H7 -3.4100 -1.0022 -0.9637  0.18
H8 -4.4020 -1.9698 0.1569  0.19
H9 3.9432 1.5060 0.3762  0.19
H10 0.6142 0.3719 0.3209  0.30
H11 -3.3779 -2.7860 -1.0572  0.18